Entry from the OMol25 dataset: a structure of composition C32H26AuF6N2O3 (ωB97M-V/def2-TZVPD).

The geometry in XYZ format:
```
70
Properties=species:S:1:pos:R:3:lowdin_spin:R:1
Au 1.0819 0.5805 -0.8618 0.15
O -5.3419 1.4495 2.3927 0.00
C -4.4125 1.0058 3.2834 0.01
O -4.7843 0.6268 4.3652 0.02
C -3.0158 0.9766 2.8160 0.05
C -2.0903 0.2192 3.5425 0.00
C -0.7857 0.0800 3.1262 0.04
C -0.3377 0.7068 1.9468 0.02
C -1.2651 1.5019 1.2405 0.03
C -2.5649 1.6297 1.6595 0.00
N 0.9013 0.5510 1.3948 0.17
C 1.9224 0.0988 2.1244 0.24
C 3.1499 -0.2941 1.5462 0.07
C 4.2487 -0.6925 2.3503 0.07
C 5.4132 -1.0949 1.7511 0.02
C 5.5007 -1.1002 0.3504 0.12
C 4.3879 -0.6894 -0.3641 0.00
N 3.2526 -0.3074 0.1923 0.13
H -4.9167 1.5781 1.5371 0.00
H -2.4331 -0.2923 4.4320 0.00
H -0.1279 -0.5745 3.6868 0.01
H -0.9219 2.0092 0.3479 0.00
H -3.2127 2.2746 1.0738 0.00
H 1.8541 0.0731 3.2125 0.02
H 4.1530 -0.6707 3.4287 0.00
H 6.2583 -1.3998 2.3559 0.00
H 6.3990 -1.4069 -0.1658 0.01
H 4.4099 -0.6635 -1.4501 0.00
C -4.5920 -1.7817 1.2122 0.10
C -4.7557 -0.7372 0.3101 -0.01
C -3.7326 -0.3958 -0.5483 0.08
C -2.5005 -1.0881 -0.5548 0.03
C -2.3648 -2.1567 0.3564 0.09
C -3.3938 -2.4830 1.2216 -0.01
C -1.5004 -0.6088 -1.4534 0.36
C -0.1702 -1.0566 -1.7494 0.02
C 0.3140 -2.4090 -1.3412 0.00
C 0.0482 -3.4812 -2.1876 0.00
C 0.4550 -4.7639 -1.8535 0.00
C 1.1368 -4.9875 -0.6675 0.00
C 1.4064 -3.9235 0.1804 0.00
C 0.9947 -2.6431 -0.1501 0.00
H -5.3829 -2.0360 1.9061 0.01
H -5.6869 -0.1843 0.2899 0.00
H -3.8639 0.4310 -1.2379 0.00
H -1.4491 -2.7222 0.4040 0.00
H -3.2521 -3.2974 1.9217 0.00
H -1.7967 0.2883 -1.9880 0.01
H -0.4870 -3.3057 -3.1131 0.00
H 0.2400 -5.5879 -2.5223 0.00
H 1.4554 -5.9887 -0.4058 0.00
H 1.9427 -4.0857 1.1072 0.00
H 1.1882 -1.8190 0.5201 0.00
C 0.5812 -0.3108 -2.6970 0.09
H 1.4435 -0.7723 -3.1621 0.01
H 0.0632 0.4230 -3.2996 0.00
C -0.1899 3.5376 -2.2138 0.00
C 1.3276 3.5808 -1.9950 0.00
O 1.8105 2.6483 -1.1562 0.04
C 2.0143 3.4820 -3.3859 0.00
F 1.7184 4.5198 -4.2092 0.00
F 3.3461 3.4113 -3.3043 0.00
F 1.6118 2.3699 -4.0379 0.00
C 1.6709 4.9652 -1.3604 0.00
F 2.9844 5.1824 -1.2323 0.00
F 1.1402 5.0581 -0.1317 0.00
F 1.1705 6.0313 -2.0455 0.00
H -0.4544 2.5292 -2.5216 0.00
H -0.5418 4.2496 -2.9591 0.00
H -0.6717 3.7433 -1.2601 0.00
```

- Spin multiplicity: 3
- HOMO level (alpha / beta): -3.14 / -5.39 eV
- ⟨S²⟩: 2.066
- Energy relative to the best compared isomer or geometry (same formula, charge and spin): 0.1688 eV
- LUMO level (alpha / beta): 2.6 / 1.5 eV
- Molecular weight: 797.5 g mol⁻¹
- Orbital gap (alpha / beta): 5.738 / 6.909 eV
- Charge: -1
- F_max: 0.5 eV Å⁻¹